# 1
This record from the Open Molecules 2025 dataset describes an isolated molecule of C4H3ClN6. The level of theory is ωB97M-V with the def2-TZVPD basis set.

## Properties
Total charge: 0
Spin multiplicity: 1
Energy, eV: -25657.2328

Atoms and positions in Å:
N -1.34 1.78 1.03
C -0.69 0.69 0.52
C -1.23 -0.68 0.68
N -0.64 -1.79 0.25
N 0.56 -1.61 -0.40
N 1.39 -2.52 -0.96
N 2.28 -1.84 -1.56
N 2.18 -0.49 -1.39
C 1.10 -0.36 -0.71
C 0.50 0.85 -0.18
Cl 1.34 2.37 -0.32
H -2.36 1.74 1.05
H -0.92 2.69 0.84
H -2.19 -0.81 1.16

natural (NBO) atomic charges, in units of e: N -0.79; C 0.13; C 0.01; N -0.16; N -0.05; N -0.04; N -0.04; N -0.30; C 0.27; C -0.11; Cl 0.06; H 0.40; H 0.41; H 0.22


# 2
This record from the Open Molecules 2025 dataset describes an isolated molecule of C4H3ClO. The level of theory is ωB97M-V with the def2-TZVPD basis set.

## Properties
Total charge: 0
Spin multiplicity: 1
Energy, eV: -18761.8769

Atoms and positions in Å:
C 1.02 -1.58 -0.06
C 1.04 -0.21 0.28
C -1.25 0.24 -0.50
C -0.30 0.46 0.38
O 1.35 -0.77 -0.96
Cl 2.39 0.58 1.18
H -2.21 0.71 -0.21
H -1.33 -0.25 -1.41
H -0.69 0.83 1.29

natural (NBO) atomic charges, in units of e: C 0.32; C 0.03; C -0.35; C -0.24; O -0.37; Cl -0.03; H 0.20; H 0.21; H 0.23


# 3
This record from the Open Molecules 2025 dataset describes C4H3ClO2 as an isolated structure. The level of theory is ωB97M-V with the def2-TZVPD basis set.

## Properties
Total charge: 0
Spin multiplicity: 1
Energy, eV: -20809.1373

Atoms and positions in Å:
C 0.07 1.54 0.63
C -2.06 -0.39 0.76
C 0.13 0.30 0.31
C 1.28 -0.36 -0.52
O 0.13 2.66 0.90
O -0.95 -0.57 0.07
Cl -2.96 -1.50 -0.08
H 0.80 -1.17 -0.95
H 1.93 -0.73 0.20
H 1.65 0.20 -1.33

natural (NBO) atomic charges, in units of e: C 0.66; C 0.18; C -0.05; C -0.59; O -0.41; O -0.48; Cl 0.02; H 0.23; H 0.22; H 0.22


# 4
This record from the Open Molecules 2025 dataset describes a 2-piece molecular cluster, C4H3ClO5 overall. The level of theory is ωB97M-V with the def2-TZVPD basis set.

## Properties
Total charge: -2
Spin multiplicity: 1
Energy, eV: -26955.1168

Atoms and positions in Å:
C -2.30 1.10 -0.16
C -0.82 2.17 -1.74
C 1.21 -1.81 0.36
C -1.03 1.74 -0.05
O 0.32 -2.09 -0.44
O -1.11 3.29 -1.95
O -2.23 -0.12 -0.65
O -0.33 1.24 -2.33
O 2.28 -2.40 0.66
Cl -1.06 3.21 0.96
H 1.07 -0.81 0.91
H -0.15 1.17 0.19
H -1.34 -0.36 -1.02

natural (NBO) atomic charges, in units of e: C 0.15; C 0.84; C 0.64; C -0.52; O -0.77; O -0.71; O -0.68; O -0.72; O -0.82; Cl -0.12; H -0.03; H 0.23; H 0.51


# 5
This record from the Open Molecules 2025 dataset describes an isolated molecule of C4H3ClS3. The level of theory is ωB97M-V with the def2-TZVPD basis set.

## Properties
Total charge: 0
Spin multiplicity: 1
Energy, eV: -49223.6820

Atoms and positions in Å:
C -0.34 0.51 -1.81
C -0.05 0.31 -0.27
S -0.67 1.74 0.66
S -0.47 0.94 2.53
C 0.29 -0.57 1.97
S 0.94 -1.68 2.97
C 0.43 -0.62 0.50
Cl 1.24 -2.01 -0.14
H -1.34 1.07 -2.07
H 0.59 0.91 -2.24
H -0.61 -0.61 -2.11

natural (NBO) atomic charges, in units of e: C -0.67; C -0.06; S 0.17; S 0.26; C -0.33; S 0.02; C -0.20; Cl 0.05; H 0.26; H 0.25; H 0.25


# 6
This record from the Open Molecules 2025 dataset describes C4H3CsO6 as an isolated structure. The level of theory is ωB97M-V with the def2-TZVPD basis set.

## Properties
Total charge: -1
Spin multiplicity: 2
Expectation value of S²: 0.76
Energy, eV: -17030.6248

Atoms and positions in Å:
C 1.14 1.73 0.13
C 1.65 0.78 -0.68
O 1.42 -0.54 -0.43
C 1.86 -1.54 -1.34
O 2.59 -1.23 -2.26
O 1.36 -2.64 -1.00
H 0.87 1.48 1.15
H 2.10 0.99 -1.65
H 1.28 2.77 -0.15
O -2.54 1.13 0.73
O -4.53 0.86 1.38
O -3.06 -0.77 1.78
C -3.37 0.35 1.31
Cs -0.79 -3.38 1.02

Mulliken atomic charges, in units of e: C -0.72; C 0.10; O -0.30; C 0.54; O -0.67; O -0.71; H 0.20; H 0.30; H 0.26; O -0.49; O -0.54; O -0.70; C 0.72; Cs 1.00


# 7
This record from the Open Molecules 2025 dataset describes C4H3DyLiO as an isolated structure. The level of theory is ωB97M-V with the def2-TZVPD basis set.

## Properties
Total charge: +2
Spin multiplicity: 7
Expectation value of S²: 13.05
Energy, eV: -30503.0741

Atoms and positions in Å:
C 1.46 0.27 1.10
C 1.08 -0.60 0.30
H 1.10 -0.06 -1.05
Li 2.89 4.06 -2.11
O 1.31 1.19 -3.43
C 1.47 1.43 -2.26
C 1.59 2.40 -1.34
Dy 3.00 1.70 -5.41
H 0.67 2.90 -1.03
H 1.73 1.73 -0.04

Mulliken atomic charges, in units of e: C -0.12; C -0.05; H 0.19; Li 0.90; O -0.53; C 0.86; C -1.15; Dy 1.13; H 0.42; H 0.36


# 8
This record from the Open Molecules 2025 dataset describes C4H3FHgO as an isolated structure. The level of theory is ωB97M-V with the def2-TZVPD basis set.

## Properties
Total charge: -1
Spin multiplicity: 2
Expectation value of S²: 0.76
Energy, eV: -13132.5302

Atoms and positions in Å:
C 1.36 0.35 2.13
C 0.61 0.79 1.14
O -1.08 -0.71 -0.34
C -0.44 0.15 -1.00
H 1.12 0.62 3.16
H 2.27 -0.23 1.95
H 0.49 2.16 -0.47
C 0.36 1.13 -0.11
F -2.88 -2.72 -3.83
Hg -1.81 -1.54 -2.64

natural (NBO) atomic charges, in units of e: C -0.56; C 0.13; O -0.74; C 0.09; H 0.20; H 0.21; H 0.21; C -0.42; F -0.83; Hg 0.72


# 9
This record from the Open Molecules 2025 dataset describes an isolated molecule of C4H3FN2. The level of theory is ωB97M-V with the def2-TZVPD basis set.

## Properties
Total charge: 0
Spin multiplicity: 1
Energy, eV: -9890.7811

Atoms and positions in Å:
F -1.60 -1.44 -1.33
C -0.16 -1.20 -1.16
C 0.22 -0.37 -0.19
C 1.41 0.36 0.11
N 1.35 1.33 1.04
N -0.11 1.32 1.39
C -0.73 0.52 0.66
H 0.59 -1.75 -1.85
H 2.37 0.20 -0.43
H -1.74 0.18 0.70

natural (NBO) atomic charges, in units of e: F -0.35; C 0.35; C -0.27; C 0.03; N -0.21; N -0.24; C 0.05; H 0.21; H 0.21; H 0.21


# 10
This record from the Open Molecules 2025 dataset describes an isolated molecule of C4H3FN2O. The level of theory is ωB97M-V with the def2-TZVPD basis set.

## Properties
Total charge: 0
Spin multiplicity: 1
Energy, eV: -11939.5414

Atoms and positions in Å:
N 0.13 -2.31 1.86
C 0.04 -1.19 1.42
C -0.44 -0.03 0.62
N -0.81 -0.36 -0.77
C 0.16 0.43 -1.34
O 0.31 0.84 -2.47
C 0.65 0.84 -0.03
F 1.89 0.37 0.33
H -1.07 0.72 1.27
H -1.45 -1.09 -1.21
H 0.57 1.79 0.32

natural (NBO) atomic charges, in units of e: N -0.27; C 0.25; C -0.16; N -0.58; C 0.62; O -0.53; C 0.13; F -0.32; H 0.24; H 0.44; H 0.19


# 11
This record from the Open Molecules 2025 dataset describes an isolated molecule of C4H3FN2S. The level of theory is ωB97M-V with the def2-TZVPD basis set.

## Properties
Total charge: 0
Spin multiplicity: 1
Energy, eV: -20726.6623

Atoms and positions in Å:
F -1.36 -1.09 -1.55
C -1.26 -0.52 -0.31
N -2.24 -0.24 0.34
N -1.85 0.48 1.48
C -0.54 0.59 1.51
C 0.06 0.01 0.28
C 1.21 0.20 -0.30
S 1.39 -0.65 -1.92
H -0.07 1.10 2.32
H 1.97 0.59 0.22
H 2.69 -0.45 -2.07

natural (NBO) atomic charges, in units of e: F -0.31; C 0.59; N -0.31; N -0.22; C 0.02; C -0.24; C -0.16; S 0.07; H 0.21; H 0.22; H 0.13


# 12
This record from the Open Molecules 2025 dataset describes C4H3FNO2 as an isolated structure. The level of theory is ωB97M-V with the def2-TZVPD basis set.

## Properties
Total charge: +1
Spin multiplicity: 1
Energy, eV: -12482.6923

Atoms and positions in Å:
C 0.24 0.66 -0.75
C -0.64 -0.08 -1.64
C 0.63 -0.17 0.25
C -0.52 -1.19 -1.03
N -1.05 -3.61 -1.86
O -1.46 -4.62 -1.64
O 0.04 -1.40 0.06
F -0.95 -3.39 -3.33
H 0.29 1.67 -0.90
H -0.77 0.36 -2.55
H 1.25 -0.16 1.10

natural (NBO) atomic charges, in units of e: C -0.19; C -0.36; C 0.13; C 0.81; N 0.48; O -0.06; O -0.37; F -0.30; H 0.28; H 0.31; H 0.26


# 13
This record from the Open Molecules 2025 dataset describes an isolated molecule of C4H3FS. The level of theory is ωB97M-V with the def2-TZVPD basis set.

## Properties
Total charge: 0
Spin multiplicity: 1
Energy, eV: -17746.3249

Atoms and positions in Å:
F -0.06 -1.65 1.65
C 0.46 -1.51 0.45
C 0.33 -0.53 -0.44
C -0.43 0.75 -0.49
C -0.71 1.71 0.37
S -1.25 2.83 1.32
H 1.25 -2.23 0.13
H 0.81 -0.47 -1.36
H -0.40 1.10 -1.63

natural (NBO) atomic charges, in units of e: F -0.31; C 0.25; C -0.31; C -0.43; C -0.03; S 0.17; H 0.17; H 0.22; H 0.26


# 14
This record from the Open Molecules 2025 dataset describes C4H3HgO6 as an isolated structure. The level of theory is ωB97M-V with the def2-TZVPD basis set.

## Properties
Total charge: +1
Spin multiplicity: 1
Energy, eV: -20641.3827

Atoms and positions in Å:
O -0.13 -1.54 0.61
C -0.38 -0.30 0.34
O 0.18 1.39 -1.29
C 1.04 2.14 -0.63
C 0.18 0.00 -1.01
O 1.87 1.65 0.19
O 1.02 3.39 -0.84
H 1.18 -0.43 -1.14
H -0.49 -0.46 -1.76
Hg 2.43 3.45 0.52
O -1.75 -3.07 0.87
C -1.12 -2.14 1.53
O -1.60 -1.37 2.33
H -2.42 -2.70 0.28

natural (NBO) atomic charges, in units of e: O -0.53; C 0.28; O -0.42; C 0.96; C -0.26; O -0.78; O -0.74; H 0.22; H 0.26; Hg 1.61; O -0.69; C 0.99; O -0.44; H 0.53


# 15
This record from the Open Molecules 2025 dataset describes an isolated molecule of C4H3I. The level of theory is ωB97M-V with the def2-TZVPD basis set.

## Properties
Total charge: 0
Spin multiplicity: 1
Energy, eV: -12293.8201

Atoms and positions in Å:
C -0.23 -1.87 1.07
C 0.00 -0.87 0.54
C 0.07 0.50 0.27
C 0.23 0.98 -1.01
I 0.31 2.98 -1.64
H -0.26 -2.90 1.40
H -0.31 1.01 1.19
H 0.18 0.18 -1.82

natural (NBO) atomic charges, in units of e: C -0.20; C -0.05; C -0.31; C -0.33; I 0.17; H 0.24; H 0.25; H 0.23


# 16
This record from the Open Molecules 2025 dataset describes an isolated molecule of C4H3IN2O2S. The level of theory is ωB97M-V with the def2-TZVPD basis set.

## Properties
Total charge: 0
Spin multiplicity: 1
Energy, eV: -30204.1206

Atoms and positions in Å:
C -1.94 0.24 0.01
C -0.52 0.65 -0.02
N -0.23 1.93 -0.04
S 1.36 2.26 -0.02
C 1.85 0.64 0.01
I 3.82 0.03 0.05
C 0.61 -0.21 0.00
N 0.64 -1.61 -0.02
O 1.72 -2.16 0.05
O -0.42 -2.20 -0.12
H -2.55 1.08 -0.31
H -2.11 -0.63 -0.61
H -2.23 -0.02 1.03

natural (NBO) atomic charges, in units of e: C -0.65; C 0.23; N -0.63; S 0.78; C -0.43; I 0.32; C -0.09; N 0.52; O -0.39; O -0.38; H 0.24; H 0.25; H 0.24


# 17
This record from the Open Molecules 2025 dataset describes C4H3Li2O2Pm as an isolated structure. The level of theory is ωB97M-V with the def2-TZVPD basis set.

## Properties
Total charge: +3
Spin multiplicity: 6
Expectation value of S²: 8.76
Energy, eV: -25223.6494

Atoms and positions in Å:
C 0.68 0.88 -1.28
O 1.71 0.22 -1.39
Li 3.36 0.70 -2.22
Pm -1.14 -0.75 2.00
C -0.48 2.54 0.55
C -0.91 1.30 0.53
C -0.57 0.34 -0.66
O -0.40 -0.96 -0.18
Li 1.17 -1.73 -0.70
H 0.66 2.18 -0.82
H -1.38 0.44 -1.41
H -1.08 3.44 0.69

natural (NBO) atomic charges, in units of e: C 0.54; O -0.73; Li 0.99; Pm 1.88; C 0.01; C -0.32; C -0.10; O -1.04; Li 0.97; H 0.20; H 0.29; H 0.31


# 18
This record from the Open Molecules 2025 dataset describes C4H3LiLuO2 as an isolated structure. The level of theory is ωB97M-V with the def2-TZVPD basis set.

## Properties
Total charge: +3
Spin multiplicity: 1
Energy, eV: -42082.6339

Atoms and positions in Å:
H 1.33 -1.81 1.52
C -0.97 1.37 -0.08
C -0.81 -0.01 -0.42
C 0.27 -0.66 0.02
C 1.38 -1.21 0.48
O 2.56 -1.33 0.00
O -1.99 2.05 -0.30
Lu -4.15 2.33 -1.05
H -0.11 1.88 0.39
H -1.59 -0.49 -1.03
Li 4.09 -2.11 0.47

natural (NBO) atomic charges, in units of e: H 0.25; C 0.52; C -0.41; C 0.40; C 0.16; O -0.54; O -0.79; Lu 1.91; H 0.22; H 0.29; Li 0.99


# 19
This record from the Open Molecules 2025 dataset describes C4H3LiNiO2 as an isolated structure. The level of theory is ωB97M-V with the def2-TZVPD basis set.

## Properties
Total charge: +2
Spin multiplicity: 3
Expectation value of S²: 2.00
Energy, eV: -49516.6152

Atoms and positions in Å:
H -4.04 -1.90 2.45
C 1.86 -0.09 -0.50
C 0.83 0.95 -0.28
C -0.45 0.63 -0.45
C -1.59 0.07 -0.25
O -2.67 -0.41 -0.26
O 3.05 0.17 -0.55
Ni 4.39 1.19 -0.23
H 1.51 -1.12 -0.68
H 1.17 1.96 -0.03
Li -4.06 -1.45 0.79

natural (NBO) atomic charges, in units of e: H 0.04; C 0.44; C -0.15; C -0.20; C 0.71; O -0.56; O -0.65; Ni 0.97; H 0.20; H 0.25; Li 0.95


# 20
This record from the Open Molecules 2025 dataset describes C4H3LiO2Rb as an isolated structure. The level of theory is ωB97M-V with the def2-TZVPD basis set.

## Properties
Total charge: +2
Spin multiplicity: 2
Expectation value of S²: 0.76
Energy, eV: -9134.5949

Atoms and positions in Å:
O -0.08 1.65 -1.10
C 0.95 1.70 -0.20
C 1.48 0.46 -0.22
Li -1.83 2.01 -3.34
Rb -0.05 -1.17 2.46
H 1.10 2.62 0.36
C 0.84 -0.43 -1.24
C -0.13 0.39 -1.70
O -1.11 0.36 -2.62
H 1.10 -1.44 -1.54
H -1.37 -0.54 -2.86

natural (NBO) atomic charges, in units of e: O -0.45; C -0.03; C 0.09; Li 0.99; Rb 1.00; H 0.26; C -0.45; C 0.54; O -0.77; H 0.28; H 0.55